{
  "formula": "C15H19N5O3S",
  "method": "wB97M-V/def2-TZVPD",
  "smiles": "COc1ccc(-n2nnnc2SCC(=O)N2CCCC2)cc1OC",
  "spin_multiplicity": 1,
  "homo_energy_ev": -8.24,
  "de_lowest_kj_mol": 281.79,
  "symbols": ["C", "O", "C", "C", "C", "C", "N", "N", "N", "N", "C", "S", "C", "C", "O", "N", "C", "C", "C", "C", "C", "C", "O", "C", "H", "H", "H", "H", "H", "H", "H", "H", "H", "H", "H", "H", "H", "H", "H", "H", "H", "H", "H"],
  "positions_angstrom": [[1.4974, 3.4876, -5.6477], [1.7572, 2.3250, -4.8999], [1.0367, 2.1055, -3.7716], [0.0468, 2.9404, -3.2803], [-0.6421, 2.6217, -2.1188], [-0.3313, 1.4543, -1.4512], [-1.0109, 1.1294, -0.2680], [-1.3054, 2.0247, 0.6844], [-1.8447, 1.4049, 1.6460], [-1.9535, 0.1093, 1.3964], [-1.4350, -0.0755, 0.1976], [-1.3620, -1.5794, -0.6518], [-1.3411, -2.6415, 0.8276], [-0.1975, -2.1443, 1.7102], [0.8932, -1.8960, 1.2241], [-0.4592, -1.9995, 3.0128], [-1.7491, -2.1123, 3.6752], [-1.4526, -1.7462, 5.1293], [-0.2900, -0.7664, 4.9962], [0.5390, -1.4082, 3.8919], [0.6767, 0.6071, -1.9080], [1.3613, 0.9185, -3.0671], [2.3519, 0.1675, -3.6022], [2.6976, -1.0363, -2.9552], [2.1819, 3.4497, -6.4935], [1.6925, 4.3938, -5.0650], [0.4669, 3.5073, -6.0172], [-0.2054, 3.8519, -3.7966], [-1.4089, 3.2750, -1.7353], [-1.1280, -3.6469, 0.4653], [-2.3181, -2.5991, 1.2988], [-2.1518, -3.1242, 3.5798], [-2.4470, -1.3915, 3.2351], [-2.3187, -1.3122, 5.6231], [-1.1358, -2.6296, 5.6858], [0.2714, -0.6424, 5.9191], [-0.6594, 0.2049, 4.6666], [1.1508, -0.7025, 3.3277], [1.1926, -2.1946, 4.2865], [0.9255, -0.2720, -1.3376], [3.4887, -1.4754, -3.5605], [1.8481, -1.7246, -2.9099], [3.0717, -0.8577, -1.9426]]
}


{
  "formula": "C15H19N7O7PdS2",
  "method": "wB97M-V/def2-TZVPD",
  "charge": -2,
  "spin_multiplicity": 1,
  "homo_energy_ev": -2.17,
  "de_lowest_kj_mol": 0.00,
  "symbols": ["Pd", "N", "N", "C", "N", "N", "N", "O", "O", "H", "H", "H", "H", "H", "C", "C", "C", "C", "C", "C", "C", "S", "O", "O", "O", "H", "H", "H", "H", "H", "H", "H", "S", "C", "C", "N", "C", "H", "H", "H", "O", "C", "C", "C", "C", "O", "N", "H", "H", "H", "H"],
  "positions_angstrom": [[1.6640, 2.3659, 0.5885], [1.9807, -0.5208, -1.3820], [1.7229, -1.5753, -0.4872], [2.6955, -2.3493, 0.0099], [2.3050, -3.3017, 0.8624], [3.9545, -2.0559, -0.3773], [4.9560, -2.8012, 0.0981], [6.0786, -2.4982, -0.2912], [4.7965, -3.7353, 0.9126], [1.9295, 0.3573, -0.8587], [1.2073, -0.5104, -2.0371], [0.7361, -1.8242, -0.3303], [1.3132, -3.4222, 1.0976], [3.0325, -3.8844, 1.2398], [4.7399, 1.6310, -2.5849], [3.6584, 2.5223, -2.0387], [3.8330, 3.2281, -0.8634], [2.7844, 3.9812, -0.2776], [1.5091, 3.9657, -0.8896], [1.3505, 3.2656, -2.1075], [2.4044, 2.5826, -2.6721], [0.1807, 5.0571, -0.3495], [0.0235, 6.0047, -1.4464], [-0.9793, 4.1770, -0.1838], [0.6554, 5.6508, 0.8921], [5.7179, 1.9028, -2.1840], [4.7888, 1.6881, -3.6753], [4.5460, 0.5893, -2.3138], [4.8022, 3.2154, -0.3756], [2.9710, 4.6704, 0.5365], [0.3826, 3.2983, -2.5925], [2.2570, 2.0405, -3.6008], [-1.9621, 0.5187, 2.5241], [-0.6860, -0.5818, 2.8326], [0.4386, -0.1587, 2.2097], [0.2982, 1.0065, 1.4936], [-0.9191, 1.4717, 1.5578], [-0.8205, -1.4791, 3.4123], [1.3876, -0.6714, 2.2081], [-1.2205, 2.3910, 1.0615], [-1.4771, -5.0570, 2.8720], [-1.7765, -4.2973, 1.9619], [-3.2396, -4.0087, 1.5839], [-3.1185, -3.0041, 0.4519], [-1.6049, -2.8609, 0.2808], [-1.1166, -2.1188, -0.5761], [-0.9135, -3.6216, 1.1536], [-3.7661, -3.6343, 2.4628], [-3.7141, -4.9478, 1.2954], [-3.5296, -2.0207, 0.6843], [-3.5589, -3.3262, -0.4923]]
}


{
  "formula": "C15H19N7S",
  "method": "wB97M-V/def2-TZVPD",
  "smiles": "S=C(N/N=C/c1cccc(-c2nnn[nH]2)c1)NC1CCCCC1",
  "spin_multiplicity": 1,
  "homo_energy_ev": -7.95,
  "de_lowest_kj_mol": 614.45,
  "symbols": ["S", "C", "N", "N", "C", "C", "C", "C", "C", "C", "C", "N", "N", "N", "N", "C", "N", "C", "C", "C", "C", "C", "C", "H", "H", "H", "H", "H", "H", "H", "H", "H", "H", "H", "H", "H", "H", "H", "H", "H", "H", "H"],
  "positions_angstrom": [[-0.1060, 2.9698, 0.2734], [-0.8726, 1.5432, -0.0095], [-0.3354, 0.3261, 0.1534], [0.9798, -0.0011, 0.4196], [1.9518, 0.8348, 0.1900], [3.3345, 0.3506, 0.5484], [4.4249, 1.1259, 0.1907], [5.7277, 0.7072, 0.4026], [5.8871, -0.4839, 1.0906], [4.7997, -1.3212, 1.3589], [5.0438, -2.5006, 2.2188], [4.2889, -2.8668, 3.2169], [4.9377, -3.9761, 3.7020], [6.0079, -4.2610, 3.0561], [6.0744, -3.4026, 2.0711], [3.5379, -0.9322, 0.9953], [-2.1634, 1.8946, -0.4129], [-3.1348, 0.9312, -0.7932], [-3.9498, 1.7522, -1.8912], [-5.2967, 1.1867, -2.4900], [-5.3861, -0.3402, -2.0192], [-5.0914, -0.6180, -0.5343], [-4.0788, 0.3491, 0.1400], [-1.0329, -0.3973, -0.0175], [1.7962, 1.7817, -0.3953], [4.3073, 2.0373, -0.3164], [6.6162, 1.2474, 0.1577], [6.8095, -0.7086, 1.4947], [6.6310, -3.3262, 1.2316], [2.6660, -1.5030, 1.2066], [-2.5633, 2.7425, -0.1141], [-2.7554, 0.0974, -1.3131], [-3.2076, 1.9694, -2.6909], [-4.2728, 2.7412, -1.5141], [-6.2183, 1.6234, -2.1538], [-5.3517, 1.3159, -3.5582], [-6.3848, -0.7399, -2.3131], [-4.5546, -0.8375, -2.5449], [-4.9321, -1.6521, -0.4307], [-6.0435, -0.5712, -0.1032], [-3.4847, -0.2377, 0.7948], [-4.6056, 1.1495, 0.7026]]
}


{
  "formula": "C15H19NO4S",
  "method": "wB97M-V/def2-TZVPD",
  "smiles": "CCOC(=O)c1cc2sc(C)cc2n1[C@@H](C)C(=O)OCC",
  "spin_multiplicity": 1,
  "homo_energy_ev": -7.62,
  "de_lowest_kj_mol": 289.39,
  "symbols": ["C", "C", "O", "C", "O", "C", "C", "C", "S", "C", "C", "C", "C", "N", "C", "C", "C", "O", "O", "C", "C", "H", "H", "H", "H", "H", "H", "H", "H", "H", "H", "H", "H", "H", "H", "H", "H", "H", "H", "H"],
  "positions_angstrom": [[0.0142, -4.1859, 3.4344], [1.1330, -3.2606, 3.7627], [0.7611, -1.9817, 3.2429], [0.6038, -1.7143, 1.9099], [1.0634, -2.4557, 1.0168], [0.1440, -0.3776, 1.5049], [0.0511, 0.7702, 2.3762], [-0.2821, 1.7917, 1.5865], [-0.4871, 3.4660, 1.8992], [-0.8215, 3.6212, 0.1509], [-1.3199, 4.8237, -0.4769], [-0.8502, 2.4461, -0.6104], [-0.5751, 1.3418, 0.3100], [-0.3961, 0.0185, 0.2085], [-0.8519, -0.8565, -0.9298], [-2.3945, -0.7233, -0.8940], [-0.1626, -0.5866, -2.2159], [-0.6510, -1.1592, -3.1949], [0.7964, 0.4636, -2.2818], [1.4648, 0.1868, -3.5533], [2.7513, 0.9479, -3.4920], [-0.9381, -3.8943, 3.8534], [-0.1069, -4.3302, 2.3401], [0.0913, -5.1040, 3.9811], [2.0803, -3.5277, 3.3940], [1.3178, -3.2813, 4.8102], [0.0768, 0.7141, 3.4581], [-1.9366, 5.3352, 0.2217], [-0.4632, 5.5404, -0.8034], [-1.9217, 4.6285, -1.3840], [-1.1582, 2.2869, -1.6241], [-0.6375, -1.8912, -0.5346], [-2.7811, 0.1148, -1.3994], [-2.7700, -0.9138, 0.1328], [-2.8554, -1.4389, -1.6187], [0.9634, 0.4763, -4.4382], [1.7714, -0.7751, -3.7186], [3.3786, 0.5054, -2.8143], [2.6168, 1.9724, -3.1191], [3.2815, 1.0063, -4.4910]]
}


| no. | Kohn-Sham gap (eV) |
| --- | --- |
| 1 | 8.83 |
| 2 | 6.38 |
| 3 | 7.89 |
| 4 | 8.16 |